Entry 1:
44
Properties=species:S:1:pos:R:3:forces:R:3 method="wB97M-V/def2-TZVPD" total_energy_ha=-829.876946 multiplicity=1 smiles=CCOc1ccccc1OCCCCN1CCCC1
C -3.8005 0.5714 -1.2044 0.41 0.18 0.08
C -2.6436 1.4131 -0.6866 -0.40 0.08 0.12
O -1.4670 0.9461 -1.3106 0.37 -0.02 -0.10
C -0.2516 1.4175 -0.8862 -0.09 -0.12 -0.08
C -0.1234 2.5256 -0.0571 -0.14 -0.02 0.00
C 1.1156 3.0182 0.3139 0.06 0.05 0.05
C 2.2620 2.4039 -0.1497 0.01 0.05 0.02
C 2.1511 1.2882 -0.9562 -0.19 -0.07 -0.07
C 0.9145 0.7631 -1.3269 0.18 0.12 0.07
O 1.0114 -0.3390 -2.1210 0.19 0.31 0.12
C -0.0926 -1.1632 -2.4358 -0.71 -0.44 -0.15
C -0.6770 -1.9506 -1.2612 0.37 0.02 -0.17
C 0.3076 -2.9033 -0.5820 -0.04 0.24 0.07
C 1.2140 -2.1846 0.4208 -0.01 -0.10 -0.12
N 0.4530 -1.3710 1.3411 0.12 0.02 0.17
C 1.2521 -0.4653 2.1427 -0.02 0.25 0.03
C 0.2271 0.0939 3.1217 0.15 -0.02 -0.02
C -0.6552 -1.1239 3.4329 -0.04 0.01 -0.01
C -0.3633 -2.1114 2.2900 -0.17 -0.15 -0.07
H -4.7303 0.9028 -0.7509 -0.11 0.02 0.03
H -3.6369 -0.4752 -0.9624 -0.02 -0.11 0.04
H -3.8763 0.6691 -2.2840 -0.06 0.01 -0.11
H -2.5594 1.3121 0.4044 0.05 0.06 -0.10
H -2.8125 2.4716 -0.9315 0.08 -0.10 0.09
H -1.0076 3.0306 0.2988 -0.11 0.00 0.00
H 1.1745 3.8827 0.9573 0.00 0.08 0.05
H 3.2369 2.7801 0.1201 0.09 0.03 0.02
H 3.0305 0.7806 -1.3219 0.08 -0.08 -0.05
H -0.8870 -0.5766 -2.9082 0.18 -0.12 0.00
H 0.3181 -1.8589 -3.1758 -0.09 0.07 0.08
H -1.0474 -1.2560 -0.5094 -0.15 -0.02 -0.05
H -1.5213 -2.5197 -1.6568 -0.07 0.04 -0.04
H 0.9325 -3.3968 -1.3289 0.01 -0.12 0.01
H -0.2575 -3.6773 -0.0580 0.04 -0.08 -0.02
H 1.8918 -1.5197 -0.1166 0.05 -0.05 0.02
H 1.8283 -2.9369 0.9547 -0.03 0.11 0.00
H 1.7011 0.3017 1.5116 0.05 -0.03 0.03
H 2.0562 -0.9954 2.6857 0.01 -0.01 -0.01
H 0.6868 0.5197 4.0113 0.00 0.06 0.03
H -0.3533 0.8702 2.6234 0.02 0.05 -0.01
H -0.3881 -1.5634 4.3937 -0.06 -0.01 0.01
H -1.7093 -0.8534 3.4702 -0.02 -0.02 0.06
H -1.2770 -2.4582 1.8028 0.00 -0.12 0.04
H 0.1746 -2.9960 2.6748 -0.01 0.01 -0.05


Entry 2:
13
Properties=species:S:1:pos:R:3:forces:R:3 method="wB97M-V/def2-TZVPD" total_energy_ha=-478.268540 s_squared=2.003 multiplicity=3
O -0.7962 -0.9451 -0.2423 0.09 -0.12 -0.68
C 0.5099 -0.7137 0.1005 3.85 -0.94 -1.18
C -1.3253 0.2175 -0.8609 -0.19 0.15 -0.20
O 0.8375 -1.2533 1.2454 -4.98 6.74 2.46
O 0.6997 0.6909 0.1130 0.21 1.00 0.17
C -0.5113 1.3566 -0.2390 0.02 -0.01 0.00
Pd 1.7504 -2.7483 1.3588 4.64 -7.01 0.74
H -2.3938 0.2785 -0.6287 0.26 -0.06 -0.07
H -1.1868 0.1560 -1.9502 -0.03 0.11 0.23
H -0.9540 1.7718 0.6747 -0.16 -0.05 -0.29
H -0.2849 2.1541 -0.9573 -0.10 -0.15 0.25
Li 1.9913 0.1540 1.7922 -0.29 -0.36 -0.21
H 1.6636 -1.1189 -0.4063 -3.32 0.70 -1.22


Entry 3:
107
Properties=species:S:1:pos:R:3:forces:R:3 method="wB97M-V/def2-TZVPD" total_energy_ha=-5013.564746 multiplicity=1 total_charge=+1
Ba 0.1972 0.4101 0.1575 0.67 1.25 1.42
C 2.0622 2.1286 3.1482 -0.19 -0.02 0.11
N 0.7304 1.8764 3.6880 0.06 -0.15 -0.12
C 0.6648 0.7890 4.6678 0.04 0.18 -0.13
C -0.3703 2.2550 2.9627 -0.14 0.13 0.09
N -0.2181 2.5353 1.6931 -0.15 0.92 0.11
C -1.0787 3.4327 1.0014 0.17 -0.07 -0.02
C -1.7796 4.4664 1.6344 0.05 -0.02 0.07
C -2.5629 5.3643 0.9313 0.00 0.01 -0.12
C -2.6737 5.2508 -0.4504 -0.01 -0.02 0.11
C -1.9470 4.2701 -1.1018 0.06 -0.07 -0.02
C -1.1088 3.3904 -0.4101 0.08 -0.04 -0.13
N -0.2946 2.4763 -1.1572 -0.33 1.62 -0.50
C 0.4722 2.9944 -2.0953 -0.14 0.05 0.25
N 0.9708 4.2726 -2.0934 -0.05 0.03 -0.04
C 0.9029 5.0958 -3.2953 0.06 -0.06 0.05
C 1.1594 5.0270 -0.8635 -0.01 -0.04 -0.05
N 0.8587 2.2112 -3.1357 -0.04 -0.05 -0.10
C 2.1199 2.3958 -3.8435 -0.13 -0.07 0.05
C 0.0923 1.0284 -3.4986 0.11 0.07 0.05
N -1.5601 2.2694 3.6329 -0.04 -0.15 0.10
C -1.6760 2.6507 5.0365 -0.01 -0.01 -0.14
C -2.8146 1.9971 2.9482 0.03 -0.01 0.22
H 2.4037 1.3324 2.4765 -0.04 -0.05 -0.03
H 2.7676 2.1816 3.9763 0.01 0.00 0.06
H 2.0749 3.0730 2.6125 -0.04 0.02 -0.01
H 1.2612 -0.0565 4.3169 0.02 -0.02 -0.01
H -0.3587 0.4524 4.7960 -0.03 0.00 -0.02
H 1.0545 1.1056 5.6356 0.02 0.04 0.02
H -1.6879 4.5756 2.7094 -0.01 -0.01 -0.06
H -3.0890 6.1475 1.4628 0.02 -0.02 -0.02
H -3.3091 5.9243 -1.0122 0.04 -0.03 0.03
H -1.9998 4.1809 -2.1833 0.01 0.00 0.08
H 0.5712 4.5091 -4.1492 0.01 0.00 0.07
H 1.8753 5.5363 -3.5275 0.00 -0.01 0.01
H 0.1843 5.9053 -3.1378 0.00 0.02 0.00
H 1.2294 4.3565 -0.0092 0.01 0.01 -0.06
H 0.3388 5.7286 -0.6833 0.02 -0.02 0.00
H 2.0923 5.5913 -0.9449 -0.02 -0.02 -0.02
H 1.9734 2.8130 -4.8437 -0.02 -0.02 0.02
H 2.6038 1.4216 -3.9506 0.00 0.03 0.00
H 2.7774 3.0501 -3.2757 -0.01 0.01 0.01
H -0.9092 1.0915 -3.0807 0.02 0.03 -0.01
H 0.5683 0.1120 -3.1371 0.00 0.02 -0.01
H 0.0199 0.9626 -4.5844 0.01 0.00 -0.04
H -0.7208 3.0103 5.4107 0.00 -0.01 -0.04
H -2.0114 1.8174 5.6598 0.00 0.00 -0.04
H -2.4092 3.4570 5.1290 0.02 -0.02 -0.02
H -2.6323 1.4722 2.0157 0.04 -0.02 -0.07
H -3.3729 2.9086 2.7276 -0.03 0.00 0.02
H -3.4240 1.3533 3.5846 0.01 -0.01 0.01
C -4.3338 -5.9238 2.1595 -0.04 0.07 0.01
C -3.1034 -6.2986 1.3190 0.07 0.12 0.01
C -3.5561 -7.2221 0.1906 -0.03 -0.09 -0.09
C -2.1072 -7.0629 2.2053 0.06 0.01 0.03
C -2.4341 -5.0263 0.7801 -0.02 -0.03 -0.04
C -2.0109 -4.0369 1.6664 -0.01 -0.08 0.04
C -1.3968 -2.9221 1.1597 0.07 0.15 0.07
Br -0.8154 -1.5742 2.4083 -0.22 -0.37 0.41
C -1.1372 -2.6579 -0.1982 0.30 0.43 -0.02
O -0.4956 -1.5177 -0.4998 -1.44 -3.36 -0.83
C -1.5802 -3.6420 -1.0976 -0.11 -0.19 -0.11
C -2.2025 -4.7863 -0.5682 -0.02 -0.02 -0.09
C -1.4489 -3.5787 -2.6367 -0.03 0.06 0.11
C -0.6082 -4.7704 -3.1240 0.03 -0.02 -0.03
C -2.8531 -3.6488 -3.2688 0.01 0.00 0.03
C -0.7861 -2.2999 -3.1635 0.02 -0.01 -0.03
H -4.8231 -6.8272 2.5371 0.05 0.07 -0.03
H -5.0591 -5.3668 1.5595 0.04 -0.04 0.04
H -4.0656 -5.3067 3.0227 -0.02 -0.06 -0.09
H -4.0447 -8.1010 0.6192 0.03 0.05 -0.04
H -2.7121 -7.5745 -0.4111 -0.08 0.04 0.05
H -4.2756 -6.7311 -0.4728 0.06 -0.04 0.07
H -2.5724 -7.9672 2.6120 0.03 0.10 -0.05
H -1.7682 -6.4521 3.0483 -0.04 -0.06 -0.09
H -1.2262 -7.3602 1.6295 -0.05 0.02 0.04
H -2.1478 -4.1353 2.7366 -0.01 -0.01 -0.06
H -2.5287 -5.5393 -1.2758 0.03 0.08 0.04
H -1.0794 -5.7305 -2.9002 0.02 0.09 0.01
H 0.3795 -4.7655 -2.6520 -0.07 0.01 -0.04
H -0.4704 -4.7138 -4.2091 -0.02 -0.01 0.09
H -3.3731 -4.5766 -3.0197 0.06 0.07 -0.01
H -2.7774 -3.5920 -4.3599 0.01 -0.01 0.10
H -3.4737 -2.8156 -2.9249 0.06 -0.06 -0.03
H 0.2517 -2.2111 -2.8299 -0.14 -0.03 -0.01
H -1.3208 -1.4057 -2.8407 0.02 -0.09 -0.03
H -0.7891 -2.3323 -4.2584 0.00 -0.01 0.07
C 5.0695 -0.1616 2.2161 -0.13 -0.07 -0.13
O 4.0249 -0.7348 1.4195 0.19 0.17 0.25
H 6.0267 -0.1760 1.6939 0.04 -0.03 -0.05
H 5.1809 -0.6639 3.1802 -0.06 -0.03 -0.04
H 4.7999 0.8766 2.3956 -0.03 0.03 -0.02
H 4.2389 -1.6591 1.2646 -0.01 -0.05 0.03
S 4.3019 -0.8407 -2.4707 0.04 -0.18 -0.08
C 2.8012 -0.8878 -1.6268 -0.02 -0.03 0.02
N 2.4951 0.1691 -0.9477 1.39 0.15 -0.67
C 3.5057 1.1308 -1.0592 -0.25 -0.17 0.10
C 3.5023 2.3801 -0.4368 -0.11 0.09 0.09
C 4.5637 3.2339 -0.6574 0.00 0.01 0.01
C 5.6336 2.8559 -1.4865 -0.02 -0.01 0.00
C 5.6561 1.6168 -2.0967 -0.02 0.01 0.02
C 4.5780 0.7580 -1.8682 0.10 -0.03 -0.04
H 2.1561 -1.7672 -1.6646 0.15 0.22 -0.02
H 2.6726 2.6641 0.2081 0.11 -0.03 -0.11
H 4.5770 4.2099 -0.1819 0.00 -0.11 -0.06
H 6.4574 3.5440 -1.6447 -0.09 -0.07 0.02
H 6.4862 1.3233 -2.7298 -0.09 0.02 0.06


Entry 4:
63
Properties=species:S:1:pos:R:3:forces:R:3 method="wB97M-V/def2-TZVPD" total_energy_ha=-4750.175697 s_squared=6.006 multiplicity=5
Fe 0.0794 -0.0421 -0.2127 -0.95 -0.41 0.55
C -1.8951 2.9317 2.6650 -0.34 -0.88 -1.64
F -2.9241 3.2119 3.4363 0.05 0.05 0.47
F -2.1418 3.4497 1.4429 0.01 0.19 0.14
F -0.7851 3.4820 3.1191 0.17 0.03 0.39
S -1.7342 1.0767 2.4032 -0.39 -1.13 1.00
O -1.1482 0.5701 3.6282 -0.16 0.42 -0.44
O -3.0549 0.5720 2.0803 0.70 0.72 0.01
O -0.7886 0.9762 1.2679 -0.28 0.71 0.18
C 3.5915 -0.7978 -2.2852 -1.23 -0.46 0.43
F 3.8211 -1.3271 -1.1034 -0.09 -0.18 1.02
F 4.0820 0.4014 -2.3132 0.45 1.00 -0.45
F 4.1182 -1.5940 -3.1680 0.51 -0.19 -1.09
S 1.7230 -0.8161 -2.6083 -2.00 -1.60 0.82
O 1.5131 -1.0187 -4.0129 0.64 1.03 0.64
O 1.1575 -1.8790 -1.7878 0.94 0.72 0.24
N 1.0215 0.5839 -1.8461 2.45 -1.64 -2.17
S 0.6747 1.5232 -3.0813 -1.65 2.24 -2.48
O 1.7886 1.8599 -3.9291 0.12 -0.09 1.05
O -0.5127 1.1007 -3.7863 0.26 0.25 0.86
C 0.1869 3.1158 -2.1863 -0.16 -0.55 -0.18
F 1.2788 3.7578 -1.7928 -0.04 0.04 0.17
F -0.5195 3.8907 -2.9976 0.27 -0.13 -0.13
F -0.5871 2.8395 -1.1266 0.31 -0.10 0.08
C 2.1571 1.3085 2.9876 0.33 -0.31 0.63
C 3.2543 1.7975 2.0530 -0.49 -0.64 -0.60
C 2.7790 1.2278 0.6967 0.45 1.33 -0.14
O 1.8035 0.2213 0.9963 0.80 -0.56 -0.17
C 1.8720 -0.0568 2.4124 -0.30 -0.08 0.30
H 1.2756 1.9433 2.9392 -0.08 -0.08 0.02
H 2.4885 1.2196 4.0240 -0.06 0.18 -0.02
H 4.1864 1.2832 2.2868 0.19 0.48 0.25
H 3.3275 2.8798 2.0169 0.37 -0.02 0.08
H 3.6133 0.8901 0.0859 0.04 -0.76 0.28
H 2.3689 2.0121 0.0554 -0.66 -0.09 0.29
H 2.6572 -0.7849 2.6524 0.36 0.24 -0.37
H 0.9642 -0.5394 2.7673 -0.36 0.42 -0.36
C -3.5265 0.7370 -2.5934 -0.32 -0.51 -0.02
C -3.0922 -0.5879 -3.2202 0.96 0.04 -0.81
C -2.1769 -1.2198 -2.1972 -0.29 -0.91 1.20
O -1.8137 -0.1600 -1.2507 -0.04 -0.30 -0.92
C -3.0456 0.5947 -1.1577 0.06 0.79 -0.03
H -4.5997 0.9014 -2.6818 0.01 0.09 0.21
H -3.0010 1.5333 -3.1154 -0.04 0.16 0.21
H -2.4458 -0.3426 -4.0651 -0.29 -0.15 -0.18
H -3.8505 -1.2849 -3.5715 -0.25 0.17 0.23
H -1.3577 -1.7777 -2.6504 0.57 0.73 0.25
H -2.6564 -1.9588 -1.5414 -0.43 -0.04 -0.32
H -2.8504 1.5719 -0.7214 0.22 -0.21 0.30
H -3.7373 0.0404 -0.5220 -0.06 0.02 0.00
C -0.9773 -2.9859 2.5465 -0.67 -0.18 0.02
C 0.3052 -3.7030 2.1706 1.08 -0.55 -0.24
C 0.8629 -2.9596 0.9241 -0.05 -0.06 1.30
O -0.0955 -1.9021 0.7168 0.29 0.05 -0.25
C -1.3580 -2.4003 1.2102 0.15 -0.50 -0.69
H -0.8577 -2.1933 3.2858 0.20 0.01 -0.05
H -1.7430 -3.6665 2.9223 0.03 0.02 -0.03
H 0.1826 -4.7430 1.8595 -0.51 0.01 0.28
H 1.0450 -3.7367 2.9716 -0.08 0.18 0.05
H 0.9679 -3.6351 0.0792 -0.35 0.27 -0.33
H 1.8498 -2.5650 1.1544 -0.11 0.49 -0.30
H -1.6084 -3.2086 0.5065 -0.43 0.07 0.20
H -2.1123 -1.6187 1.1613 0.15 0.12 0.21


It is found that the M values, taken in the order of the records, are 263.4 202.4 893.2 701.4 g mol⁻¹.